DFT (the ωB97M-V functional and the def2-TZVPD basis) results for a molecular structure, C31H29BCl4OZr at a distorted geometry.

Last column: natural (NBO) charge in e.
Geometry (Å):
Cl 0.815 2.759 5.296  -0.2245
B -0.207 1.228 5.079  0.3779
Cl 0.266 0.394 3.485  -0.2594
Cl 0.089 0.079 6.509  -0.2544
O -1.623 1.584 5.052  -0.5657
C -2.492 0.567 5.148  0.5056
C -3.876 0.744 5.198  -0.2484
C -4.773 -0.353 5.233  -0.0742
C -6.127 -0.135 5.251  -0.2603
C -6.630 1.162 5.246  0.0625
Cl -8.336 1.422 5.246  0.0691
C -5.767 2.253 5.230  -0.2536
C -4.413 2.052 5.204  -0.0670
H -2.072 -0.425 5.191  0.2223
H -4.383 -1.356 5.235  0.2356
H -6.822 -0.959 5.262  0.2445
H -6.179 3.248 5.237  0.2452
H -3.731 2.884 5.193  0.2515
C -2.358 -3.044 -3.701  -0.2361
C -2.725 -1.715 -3.719  -0.2100
C -1.876 -0.746 -3.217  -0.2276
C -0.633 -1.091 -2.699  0.0997
C 0.273 -0.041 -2.166  -0.9920
Zr 2.357 -0.917 -1.572  1.8560
C 3.396 1.169 -1.107  -0.8570
C 2.370 2.221 -1.299  -0.0165
C 1.462 2.520 -0.287  -0.1744
C 0.476 3.466 -0.483  -0.2028
C 0.377 4.129 -1.689  -0.2524
C 1.285 3.860 -2.693  -0.2007
C 2.272 2.915 -2.502  -0.2300
C 2.760 -2.455 -3.532  -0.3597
C 2.520 -1.130 -4.071  -0.3454
C 3.601 -0.272 -3.634  -0.2760
C 4.500 -1.062 -2.812  -0.3659
C 3.982 -2.413 -2.753  -0.3286
C 1.091 -2.327 0.071  -0.3252
C 1.264 -1.034 0.702  -0.3526
C 2.682 -0.830 0.914  -0.2589
C 3.388 -1.988 0.399  -0.3828
C 2.404 -2.918 -0.124  -0.3650
C -0.279 -2.437 -2.689  -0.2442
C -1.134 -3.406 -3.179  -0.2074
H -3.028 -3.799 -4.083  0.2076
H -3.679 -1.429 -4.129  0.2060
H -2.175 0.288 -3.211  0.2080
H 0.441 0.739 -2.910  0.2314
H -0.171 0.442 -1.295  0.2334
H 3.771 1.176 -0.085  0.2147
H 4.257 1.335 -1.754  0.2026
H 1.529 1.996 0.652  0.2012
H -0.224 3.683 0.307  0.2056
H -0.408 4.851 -1.850  0.2053
H 1.220 4.387 -3.630  0.2052
H 2.976 2.709 -3.290  0.1962
H 2.217 -3.361 -3.810  0.2550
H 1.735 -0.854 -4.780  0.2619
H 3.792 0.742 -3.990  0.2455
H 5.439 -0.716 -2.374  0.2544
H 4.488 -3.264 -2.291  0.2473
H 0.134 -2.833 -0.080  0.2593
H 0.462 -0.427 1.130  0.2660
H 3.123 -0.026 1.508  0.2501
H 4.464 -2.159 0.472  0.2503
H 2.610 -3.910 -0.532  0.2480
H 0.676 -2.733 -2.282  0.1912
H -0.847 -4.444 -3.146  0.2033

Forces on atoms 1 to 3 (eV/Å):
Cl -0.5 -0.2 -0.1
B 2.3 0.0 0.1
Cl -0.3 0.0 0.2

Values from the calculation:
HOMO level	-7.28	eV